Record 1
The following is a quantum chemistry calculation of a structure of composition C21H22N5O3S3Y at a distorted geometry, from OMol25.

## Properties
Total charge: 0
Lowest unoccupied orbital energy (eV): 0.423
Relative energy (zero: lowest compared OMol25 entry of this formula, charge and spin) (kcal/mol): 6.6
HOMO (eV): -7.80
Orbital gap (Ha): 0.3020

Cartesian coordinates (Å):
Y 0.06 -0.11 -0.40
C 0.66 0.02 3.87
C -0.58 -0.51 3.55
C -1.48 0.24 2.80
C -1.12 1.51 2.36
C 0.14 2.02 2.65
C 1.03 1.27 3.41
H 1.36 -0.56 4.46
H -0.86 -1.50 3.90
H -2.48 -0.14 2.61
H -1.88 2.13 1.89
H 0.41 3.02 2.34
H 2.01 1.67 3.65
N -1.43 0.93 -2.25
C -2.68 1.16 -1.49
C -3.07 -0.16 -0.82
O -4.20 -0.62 -0.96
N -2.04 -0.72 -0.14
C -2.19 -2.14 0.15
C -0.93 -2.89 -0.29
O -0.73 -4.04 0.04
O -0.09 -2.19 -1.03
H -1.61 0.25 -2.98
H -1.13 1.79 -2.71
H -2.50 1.92 -0.74
H -3.52 1.47 -2.12
H -2.35 -2.34 1.22
H -3.04 -2.55 -0.38
S 2.19 0.29 -2.19
C 1.86 1.87 -1.68
N 0.87 2.16 -0.84
C 0.69 3.53 -0.70
C -0.33 4.16 0.01
C -0.38 5.55 0.04
C 0.57 6.31 -0.63
C 1.58 5.70 -1.35
C 1.63 4.31 -1.38
S 2.72 3.28 -2.25
H -1.08 3.57 0.52
H -1.18 6.04 0.59
H 0.51 7.39 -0.59
H 2.32 6.29 -1.88
C 4.66 -2.92 2.12
N 3.78 -3.38 1.06
C 3.83 -4.62 0.44
C 2.81 -4.66 -0.44
N 2.17 -3.45 -0.36
C 2.74 -2.67 0.57
S 2.30 -1.11 1.09
H 5.56 -3.53 2.11
H 4.17 -3.01 3.09
H 4.91 -1.88 1.95
H 4.57 -5.36 0.69
H 2.48 -5.44 -1.11
H 1.27 -3.18 -0.78

Atomic partial charges in e from the natural (NBO) method, atoms 1 to 6: Y 1.8910; C -0.1968; C -0.1649; C -0.2125; C -0.2670; C -0.2088

Record 2
The following is a quantum chemistry calculation of an isolated molecule of C4H10N2O at a distorted geometry, from OMol25.

## Properties
Total charge: 0
Lowest unoccupied orbital energy (eV): -1.989
Relative energy (zero: lowest compared OMol25 entry of this formula, charge and spin) (kcal/mol): 144.0
HOMO (eV): -8.00
Orbital gap (Ha): 0.2209

Cartesian coordinates (Å):
C -1.36 -0.32 -0.93
N -0.95 -0.36 0.43
C -0.96 0.96 1.08
C 0.34 -0.99 0.56
C 1.56 -0.15 0.02
N 1.31 -0.03 -1.46
O 1.82 0.95 0.65
H 0.26 -0.23 -1.60
H -1.92 0.61 -1.02
H -2.01 -1.18 -1.14
H -1.87 1.02 1.67
H -0.01 1.19 1.57
H -1.04 1.66 0.25
H 0.50 -1.22 1.62
H 0.30 -1.93 -0.04
H 2.40 -0.89 0.13
H 1.62 0.89 -1.78

Atomic partial charges in e from the natural (NBO) method, atoms 1 to 6: C -0.2238; N -0.2319; C -0.4570; C -0.2515; C 0.2385; N -0.7963

Record 3
The following is a quantum chemistry calculation of an isolated molecule of C32H45IN3O8PS at a distorted geometry, from OMol25.

## Properties
Total charge: 0
Lowest unoccupied orbital energy (eV): -0.209
HOMO (eV): -7.91
Orbital gap (Ha): 0.2830

Cartesian coordinates (Å):
C 2.60 0.99 5.19
C 2.20 -0.48 5.08
C 1.26 -0.77 3.92
C -0.10 -0.10 4.08
N -0.10 1.30 3.59
C -1.27 1.74 2.94
C -2.48 1.67 3.63
N -2.53 1.14 4.99
C -2.46 2.03 5.83
O -2.36 2.82 6.63
C -3.66 2.11 3.06
C -3.63 2.64 1.78
C -2.44 2.74 1.10
C -1.24 2.29 1.65
N 0.02 2.40 1.00
C 0.06 2.42 -0.42
C 1.22 1.96 -1.06
C 2.35 1.42 -0.21
C 2.06 -0.03 0.22
C 2.24 -1.12 -0.84
C 1.03 -1.30 -1.80
C 0.43 -2.70 -1.77
C 1.42 -3.85 -2.01
C 0.97 -5.13 -1.29
C 1.19 -5.02 0.20
O 0.71 -6.18 0.86
C -0.19 -5.93 1.91
C 1.32 2.01 -2.46
C 2.60 1.54 -3.11
C 3.57 2.65 -3.51
O 4.63 2.42 -3.99
I 3.07 4.73 -3.11
C 0.25 2.49 -3.24
P 0.23 2.72 -5.04
O -0.07 4.11 -5.35
O -0.84 1.75 -5.74
O 1.64 2.29 -5.67
C -0.91 2.87 -2.58
O -2.00 3.25 -3.33
C -3.11 2.34 -3.30
C -2.80 0.89 -3.03
O -2.77 0.61 -1.64
C -3.12 -0.71 -1.33
C -3.09 -0.85 0.18
C -0.99 2.87 -1.20
S -2.48 3.49 -0.49
H 2.75 1.42 4.20
H 1.81 1.55 5.68
H 3.48 1.12 5.80
H 1.76 -0.82 6.02
H 3.12 -1.05 4.91
H 1.10 -1.84 3.87
H 1.70 -0.41 3.00
H -0.32 -0.08 5.15
H -0.91 -0.65 3.62
H 0.72 1.50 3.06
H -4.56 2.04 3.64
H -4.55 3.00 1.35
H 0.60 3.13 1.41
H 3.31 1.53 -0.68
H 2.38 1.99 0.71
H 1.06 -0.09 0.64
H 2.75 -0.27 1.03
H 2.35 -2.06 -0.30
H 3.16 -1.01 -1.40
H 0.25 -0.61 -1.47
H 1.32 -1.03 -2.82
H -0.30 -2.76 -2.58
H -0.13 -2.82 -0.84
H 1.41 -4.07 -3.07
H 2.44 -3.61 -1.70
H -0.09 -5.27 -1.49
H 1.54 -5.97 -1.67
H 0.69 -4.14 0.59
H 2.26 -4.90 0.39
H -1.21 -5.79 1.54
H -0.18 -6.79 2.57
H 0.10 -5.06 2.50
H 2.40 0.99 -4.01
H 3.19 0.90 -2.48
H -0.69 0.81 -5.59
H 1.56 1.57 -6.31
H -3.86 2.66 -2.58
H -3.58 2.41 -4.28
H -3.61 0.31 -3.47
H -1.88 0.55 -3.50
H -4.13 -0.93 -1.67
H -2.43 -1.43 -1.78
H -2.94 -1.88 0.50
H -3.99 -0.45 0.62
H -2.27 -0.23 0.56

Atomic partial charges in e from the Löwdin method, atoms 1 to 6: C -0.1033; C -0.2560; C -0.1950; C -0.1915; N 0.0469; C -0.1575

Record 4
The following is a quantum chemistry calculation of a structure of composition C10H7N3O4S7Ti at a distorted geometry, from OMol25.

## Properties
Total charge: -2
Lowest unoccupied orbital energy (eV): 4.675
Relative energy (zero: lowest compared OMol25 entry of this formula, charge and spin) (kcal/mol): 63.7
HOMO (eV): -0.48
Orbital gap (Ha): 0.1894

Cartesian coordinates (Å):
Ti 1.31 -0.13 -1.35
O 0.25 1.15 -0.79
C -0.35 1.48 0.32
C -0.64 2.83 0.60
C -1.32 3.17 1.75
C -1.71 2.19 2.65
C -1.45 0.86 2.38
C -0.79 0.47 1.22
C -0.56 -0.91 0.86
N 0.25 -1.37 -0.10
C 0.20 -2.73 -0.03
C -0.60 -3.11 0.99
N -1.05 -1.95 1.59
H -0.32 3.57 -0.12
H -1.54 4.21 1.95
H -2.25 2.46 3.55
H -1.76 0.11 3.10
H 0.75 -3.36 -0.71
H -0.88 -4.08 1.35
H -1.80 -1.89 2.24
S -2.77 -0.51 -0.79
S -2.46 0.99 -2.05
S -1.17 0.43 -3.62
S 0.71 1.17 -3.45
S 3.02 -4.08 -3.14
C 2.46 -2.67 -2.48
S 1.00 -1.91 -3.00
S 3.22 -1.84 -1.18
O 2.82 1.04 -1.59
N 2.55 1.38 -0.43
O 2.56 2.55 -0.12
O 2.34 0.50 0.40

Atomic partial charges in e from the natural (NBO) method, atoms 1 to 6: Ti 1.0787; O -0.6885; C 0.3738; C -0.1970; C -0.2302; C -0.2587

Record 5
The following is a quantum chemistry calculation of a structure of composition C16H16CdCl3GeN9S2 at a distorted geometry, from OMol25.

## Properties
Spin multiplicity: 2
Total charge: +1
Lowest unoccupied orbital energy (spin up / spin down) (eV): -5.277 / -6.551
Relative energy (zero: lowest compared OMol25 entry of this formula, charge and spin) (kcal/mol): 0.0
HOMO (spin up / spin down) (eV): -9.96 / -9.96
Orbital gap (spin up / spin down) (Ha): 0.1721 / 0.1253

Cartesian coordinates (Å):
Cd -1.23 1.18 -0.03
C -2.68 6.12 -1.49
S -1.19 5.92 -0.51
C -1.35 4.30 0.15
S -2.66 3.25 -0.33
N -0.42 4.02 1.01
N -0.45 2.73 1.46
C -0.32 2.53 2.71
C -0.47 1.16 3.24
C -0.12 0.87 4.55
C -0.34 -0.42 5.03
C -0.92 -1.35 4.19
C -1.24 -0.97 2.89
N -1.03 0.26 2.43
H -2.60 7.12 -1.92
H -3.58 6.07 -0.87
H -2.74 5.38 -2.28
H -0.16 3.36 3.38
H 0.32 1.63 5.18
H -0.09 -0.68 6.05
H -1.13 -2.36 4.52
H -1.69 -1.67 2.20
N -2.68 -2.07 -3.47
C 0.36 0.10 -2.23
N 0.15 -3.01 -4.09
C 1.30 -2.90 -3.41
N 2.23 -3.70 -3.97
N 1.83 -2.37 -2.25
C 1.81 -1.40 -1.44
N 1.38 -0.02 -1.63
C 2.26 -1.62 -0.04
C 2.86 -2.81 0.35
C 3.19 -2.95 1.69
C 2.88 -1.92 2.57
C 2.27 -0.78 2.07
N 1.97 -0.62 0.79
H -1.84 -1.75 -6.46
H -1.80 -0.31 -0.70
H 2.09 -4.04 -4.90
H 3.15 -3.71 -3.56
H 3.06 -3.59 -0.37
H 3.66 -3.85 2.05
H 3.12 -1.99 3.62
H 2.01 0.04 2.73
Cl -2.53 1.09 -4.95
Ge -1.08 -0.10 -6.01
Cl -4.25 -2.23 -3.95
Cl -1.28 -1.91 -4.04

Atomic partial charges in e from the natural (NBO) method, atoms 1 to 6: Cd 1.3543; C -0.7521; S 0.3137; C -0.0771; S -0.4444; N -0.4015

Record 6
The following is a quantum chemistry calculation of a structure of composition C24H97O41Ti at a distorted geometry, from OMol25.

## Properties
Total charge: +1
Lowest unoccupied orbital energy (eV): -4.092
HOMO (eV): -11.31
Orbital gap (Ha): 0.2652

Cartesian coordinates (Å):
Ti 1.63 -0.87 2.22
C 2.02 -0.34 6.28
C 1.97 -0.57 4.76
O 2.50 -1.46 4.12
O 1.47 0.25 3.98
H 1.03 0.02 6.56
H 2.80 0.32 6.66
H 2.19 -1.35 6.64
C 5.14 1.20 0.98
C 3.76 0.48 1.35
O 3.61 -0.74 1.63
O 2.71 1.13 1.52
H 5.52 1.85 1.77
H 5.09 1.73 0.02
H 5.85 0.41 0.74
C -0.95 0.29 -0.80
C -0.09 -0.15 0.38
O 0.93 -0.87 0.23
O -0.08 0.31 1.54
H -1.67 1.02 -0.44
H -1.45 -0.49 -1.36
H -0.26 0.84 -1.44
C -0.83 4.65 -0.66
C -0.81 5.42 0.63
O -1.77 6.49 0.70
O -0.29 5.45 -1.71
H -1.77 4.17 -0.92
H -0.18 3.80 -0.45
H 0.18 5.84 0.75
H -0.82 4.63 1.38
H -2.56 6.14 1.12
H -1.03 5.91 -2.11
C -2.28 0.46 5.66
C -2.18 1.91 6.01
O -3.33 2.66 5.53
O -1.64 0.17 4.44
H -3.30 0.08 5.70
H -1.84 -0.13 6.46
H -1.19 2.29 5.78
H -2.28 1.80 7.09
H -3.45 2.53 4.58
H -1.99 0.77 3.77
C -0.40 -4.65 5.52
C -1.09 -4.91 4.13
O -0.13 -4.80 3.07
O -0.02 -3.29 5.57
H 0.45 -5.31 5.69
H -1.09 -4.81 6.34
H -1.93 -4.25 3.91
H -1.54 -5.89 4.29
H 0.59 -5.43 3.07
H 0.42 -3.09 6.40
C 1.61 -1.62 -3.15
C 1.26 -2.85 -3.99
O 0.61 -3.78 -3.10
O 2.96 -1.59 -2.67
H 0.93 -1.45 -2.32
H 1.56 -0.76 -3.82
H 2.06 -3.31 -4.57
H 0.53 -2.61 -4.76
H 0.37 -4.56 -3.61
H 3.24 -0.68 -2.51
C 2.97 4.76 0.11
C 3.23 4.00 -1.20
O 2.56 2.75 -1.25
O 3.66 4.19 1.19
H 1.92 4.77 0.39
H 3.37 5.76 -0.08
H 4.29 3.89 -1.46
H 2.87 4.67 -1.98
H 2.97 2.25 -1.96
H 3.30 3.30 1.16
C 3.35 0.92 -6.71
C 2.88 -0.02 -7.83
O 3.15 -1.38 -7.52
O 2.58 0.67 -5.54
H 3.05 1.94 -6.94
H 4.40 0.77 -6.47
H 3.53 0.11 -8.70
H 1.99 0.12 -8.44
H 2.27 -1.78 -7.48
H 1.78 1.16 -5.73
C 1.58 3.97 5.19
C 2.65 3.48 6.25
O 2.16 3.27 7.60
O 1.03 5.22 5.55
H 0.79 3.23 5.08
H 2.04 4.03 4.21
H 3.38 4.29 6.27
H 3.14 2.60 5.84
H 2.12 4.09 8.09
H 0.57 5.04 6.37
C 1.76 -5.71 -0.66
C 2.68 -6.21 0.43
O 3.07 -7.62 0.21
O 1.52 -4.26 -0.43
H 0.91 -6.39 -0.65
H 2.20 -5.88 -1.64
H 2.14 -6.13 1.38
H 3.52 -5.53 0.57
H 2.89 -8.13 1.01
H 1.24 -3.96 -1.30
C -1.83 -4.11 0.16
C -3.07 -3.38 0.60
O -2.69 -2.74 1.83
O -1.73 -5.25 0.93
H -0.88 -3.59 0.08
H -2.00 -4.51 -0.84
H -3.98 -3.97 0.65
H -3.40 -2.62 -0.12
H -3.48 -2.26 2.10
H -1.29 -5.04 1.76
O 0.30 4.94 -4.52
H 1.15 5.30 -4.80
H 0.31 5.00 -3.57
O 4.15 1.13 -2.97
H 5.09 0.91 -2.97
H 3.88 1.02 -3.88
O -3.14 -2.54 -5.89
H -3.90 -2.60 -5.31
H -2.73 -1.70 -5.67
O 4.10 -3.93 -2.95
H 3.51 -3.18 -2.89
H 4.74 -3.78 -2.26
O -2.43 2.19 -5.62
H -2.85 2.85 -5.07
H -2.68 1.35 -5.23
O 2.07 -2.95 1.75
H 1.78 -3.44 0.98
H 2.85 -3.41 2.05
O -2.60 1.67 2.41
H -3.29 1.89 1.79
H -1.80 1.63 1.88
O -5.30 -0.25 -0.33
H -5.06 0.66 -0.15
H -5.25 -0.68 0.53
O -3.94 2.55 0.23
H -4.70 3.06 0.50
H -3.81 2.77 -0.69
O 0.00 -2.01 3.02
H 0.09 -2.57 3.79
H -0.84 -2.28 2.62
O 0.45 2.24 -5.88
H 0.61 3.03 -5.36
H -0.50 2.24 -6.02
O -2.45 4.62 -4.22
H -1.53 4.50 -4.46
H -2.55 5.57 -4.09
O -3.71 2.93 -2.33
H -3.42 3.53 -3.02
H -4.56 2.60 -2.64
O -5.76 -1.31 -2.68
H -6.58 -1.70 -2.37
H -5.39 -0.88 -1.90
O -4.27 -3.81 -3.29
H -4.62 -3.10 -2.75
H -4.84 -4.56 -3.09
O -4.65 -0.92 2.17
H -4.73 -0.24 2.84
H -5.21 -1.63 2.48
O -4.26 0.04 -5.07
H -5.04 0.32 -5.54
H -4.59 -0.27 -4.23

Atomic partial charges in e from the Löwdin method, atoms 1 to 6: Ti 1.4669; C 0.0754; C -0.6492; O 0.0014; O -0.0167; H 0.0936

In the order shown, the computed calculated total energy values come out to -69282.5661; -9332.7437; -82990.4785; -122107.6913; -150561.1665; -133520.1499 eV.